{
  "formula": "C74H107F18N10O10P3",
  "method": "the ωB97M-V functional and the def2-TZVPD basis",
  "lumo_ev": -5.47,
  "multiplicity": 1,
  "total_energy_ha": -7005.62427,
  "charge": 2,
  "fmax_ev_per_a": 3.18,
  "homo_lumo_gap_ev": 4.9,
  "homo_energy_ev": -10.38,
  "species": ["C", "C", "C", "N", "C", "C", "C", "C", "C", "H", "H", "H", "H", "H", "H", "H", "H", "H", "H", "H", "H", "H", "H", "H", "H", "H", "H", "C", "C", "C", "N", "C", "C", "C", "C", "C", "H", "H", "H", "H", "H", "H", "H", "H", "H", "H", "H", "H", "H", "H", "H", "H", "H", "H", "C", "N", "C", "C", "C", "C", "C", "C", "C", "C", "N", "C", "C", "C", "H", "H", "H", "H", "H", "H", "H", "H", "H", "H", "H", "H", "H", "H", "C", "N", "C", "C", "C", "C", "C", "C", "C", "C", "N", "C", "C", "C", "H", "H", "H", "H", "H", "H", "H", "H", "H", "H", "H", "H", "H", "H", "C", "N", "C", "C", "C", "C", "C", "C", "C", "C", "N", "C", "C", "C", "H", "H", "H", "H", "H", "H", "H", "H", "H", "H", "H", "H", "H", "H", "C", "N", "C", "C", "C", "C", "C", "C", "C", "C", "N", "C", "C", "C", "H", "H", "H", "H", "H", "H", "H", "H", "H", "H", "H", "H", "H", "H", "P", "F", "F", "F", "F", "F", "F", "P", "F", "F", "F", "F", "F", "F", "P", "F", "F", "F", "F", "F", "F", "C", "C", "O", "O", "H", "H", "H", "C", "C", "O", "O", "H", "H", "H", "C", "C", "O", "O", "H", "H", "H", "C", "C", "O", "O", "H", "H", "H", "C", "C", "O", "O", "H", "H", "H"],
  "coordinates": [[4.2553, -1.8674, 2.0736], [3.7942, -0.6993, 2.9031], [4.1697, 0.6556, 2.3236], [3.5319, 1.8063, 3.0804], [3.8118, 1.7906, 4.5498], [1.9790, 1.7977, 2.9282], [1.6687, 3.0665, 2.1354], [2.7665, 4.0176, 2.4789], [3.9681, 3.1016, 2.4837], [4.1757, -2.7512, 2.6888], [5.2885, -1.7899, 1.8034], [3.6601, -2.0034, 1.1685], [4.2494, -0.7790, 3.8902], [2.7519, -0.7290, 3.0541], [3.8667, 0.7555, 1.3013], [5.2436, 0.9111, 2.3403], [4.9271, 1.7833, 4.7025], [3.3558, 0.9807, 5.0865], [3.1786, 2.5854, 5.0286], [1.6454, 1.9994, 3.9171], [1.6667, 0.8799, 2.5004], [0.6749, 3.4327, 2.4909], [1.6922, 2.8231, 1.0410], [2.5093, 4.4790, 3.4282], [2.8026, 4.8310, 1.7470], [4.8786, 3.4178, 3.0025], [4.3438, 2.8314, 1.4613], [2.1358, -0.6547, 6.4581], [0.7474, -1.2667, 6.6682], [0.0715, -1.0060, 5.3436], [-1.4472, -1.0110, 5.3936], [-2.0388, -2.3751, 5.7812], [-1.8740, -0.6554, 4.0571], [-3.1061, 0.3527, 4.2645], [-3.2364, 0.5800, 5.7502], [-1.8522, 0.1281, 6.3200], [1.9593, 0.4311, 6.4726], [2.5393, -0.9580, 5.4758], [2.9285, -0.9055, 7.1903], [0.1260, -0.8300, 7.4587], [0.9166, -2.3132, 6.9249], [0.4100, -1.7504, 4.6068], [0.3524, -0.0238, 4.9856], [-1.7574, -3.1242, 5.0596], [-3.0976, -2.2547, 5.8896], [-1.5725, -2.5738, 6.7210], [-2.1226, -1.5835, 3.4370], [-1.0636, -0.1398, 3.5178], [-3.9806, 0.0622, 3.6901], [-2.7580, 1.3391, 3.8309], [-4.0806, 0.0102, 6.1731], [-3.4306, 1.6166, 6.0955], [-2.0617, -0.2222, 7.2938], [-1.0572, 0.8470, 6.2798], [-0.3574, 3.9488, -1.4600], [0.0510, 5.3263, -1.7449], [0.9243, 5.5649, -2.7675], [1.3060, 6.9010, -3.0559], [0.7864, 7.8935, -2.2369], [0.0256, 7.5890, -1.1168], [-0.4979, 6.3028, -0.9662], [1.0799, 9.3672, -2.5541], [0.8189, 9.9626, -3.7940], [0.9235, 11.3425, -3.7917], [1.3815, 12.0558, -2.7547], [1.6714, 11.4469, -1.5913], [1.4982, 10.1047, -1.4834], [1.3932, 13.4696, -2.8666], [-0.2486, 3.4126, -2.4023], [-1.4181, 3.9135, -1.1734], [0.3313, 3.5468, -0.6511], [1.3270, 4.7262, -3.3266], [1.9556, 7.1110, -3.8539], [-0.3976, 8.3613, -0.4606], [-1.2516, 6.0462, -0.1965], [0.3667, 9.4193, -4.5881], [0.7089, 11.9806, -4.6529], [1.9069, 12.1264, -0.8207], [1.6691, 9.7072, -0.5055], [0.3497, 13.7771, -2.9913], [1.9467, 13.8843, -3.7004], [1.8701, 14.0385, -2.0713], [-1.7659, -1.4433, -4.3606], [-2.8280, -0.7210, -3.5818], [-2.7405, 0.6550, -3.6611], [-3.5274, 1.4467, -2.8983], [-4.5301, 0.8402, -2.1015], [-4.6335, -0.5511, -2.0728], [-3.7061, -1.3287, -2.8119], [-5.2786, 1.6547, -1.1461], [-5.4026, 1.1862, 0.1220], [-6.0464, 1.9781, 1.0177], [-6.4137, 3.2562, 0.6847], [-6.2106, 3.7172, -0.5744], [-5.7127, 2.8875, -1.5780], [-6.9617, 4.1771, 1.7106], [-1.6800, -2.4741, -4.0882], [-0.8341, -0.9016, -4.0769], [-1.8658, -1.1978, -5.4008], [-1.9352, 1.0635, -4.2862], [-3.4436, 2.4928, -2.9920], [-5.2415, -1.0717, -1.3618], [-3.7836, -2.4090, -2.9073], [-5.1724, 0.1748, 0.4456], [-6.2035, 1.5946, 2.0355], [-6.5105, 4.7083, -0.6500], [-5.5687, 3.1969, -2.6225], [-8.0639, 4.2432, 1.6683], [-6.4741, 5.1093, 1.6396], [-6.6888, 3.6779, 2.6958], [-0.9161, -3.2316, -1.0661], [-1.0157, -4.5514, -0.4808], [0.1301, -5.2198, -0.2962], [0.0800, -6.4528, 0.3027], [-1.1036, -6.9231, 0.7788], [-2.2857, -6.1779, 0.5954], [-2.2158, -4.9569, -0.0295], [-1.1628, -8.2498, 1.5078], [-0.3761, -9.3702, 1.1705], [-0.5063, -10.5840, 1.8382], [-1.3822, -10.7128, 2.8095], [-2.2023, -9.6916, 3.1665], [-2.1213, -8.4649, 2.4950], [-1.5407, -12.0243, 3.4988], [-1.7880, -2.6273, -0.8101], [-0.7702, -3.3364, -2.1104], [-0.1016, -2.6588, -0.6122], [1.0536, -4.6926, -0.5619], [1.0232, -6.9414, 0.5732], [-3.2106, -6.5350, 0.9796], [-3.0047, -4.2567, -0.0920], [0.3379, -9.2308, 0.3783], [0.0293, -11.4764, 1.5782], [-2.7903, -9.8266, 4.0748], [-2.7922, -7.6911, 2.7806], [-1.1329, -11.9870, 4.4756], [-0.9642, -12.8585, 3.0415], [-2.5530, -12.3415, 3.5500], [1.9941, 1.3240, -2.9038], [2.3731, 0.3203, -3.8566], [2.1397, -0.9434, -3.4664], [2.5140, -2.0448, -4.2116], [3.2935, -1.7609, -5.3295], [3.3843, -0.4187, -5.8344], [2.9450, 0.6152, -5.0434], [3.9682, -2.8679, -5.9828], [5.0298, -2.6485, -6.8259], [5.6423, -3.6583, -7.5229], [5.1588, -4.8866, -7.4899], [4.1599, -5.1430, -6.6319], [3.6080, -4.1753, -5.8177], [5.6046, -5.8900, -8.4374], [1.0130, 1.7114, -3.2146], [2.8169, 2.0227, -2.8856], [1.9684, 0.7991, -1.9853], [1.6960, -1.0354, -2.4913], [2.3036, -3.0262, -3.7983], [3.8830, -0.2122, -6.7881], [2.9076, 1.6762, -5.2783], [5.4584, -1.6448, -6.9497], [6.5170, -3.5086, -8.1427], [3.7061, -6.1225, -6.7022], [2.7012, -4.6014, -5.3464], [6.4935, -5.5071, -9.0130], [4.7930, -6.2457, -9.0798], [5.8935, -6.8211, -7.8811], [5.3580, 0.8851, -1.4619], [4.1060, 1.8536, -0.9867], [6.0037, 0.9931, 0.0159], [4.5121, -0.4309, -1.0181], [6.6204, 0.0184, -1.8916], [4.7056, 0.7148, -2.9358], [6.0955, 2.2096, -1.8456], [0.0954, -6.0381, 4.2311], [0.8046, -5.5593, 2.8791], [1.4873, -5.9910, 5.0165], [-0.2214, -4.5509, 4.5650], [-0.7302, -6.5364, 5.5363], [-1.2962, -6.1477, 3.3322], [0.3453, -7.6308, 3.8183], [-0.5737, 0.3565, -0.0947], [-0.6391, 0.8268, 1.4687], [0.7206, 1.3339, -0.2340], [0.4510, -0.8398, 0.2908], [-0.5080, 0.0121, -1.7029], [-1.7950, -0.5971, 0.2049], [-1.5716, 1.5795, -0.4082], [-2.6597, 3.5003, 2.0663], [-2.9385, 4.8445, 1.3084], [-1.9510, 5.6314, 1.2695], [-4.0894, 5.0476, 0.8134], [-2.5913, 3.6428, 3.1524], [-1.6774, 3.1547, 1.7922], [-3.3989, 2.7159, 1.8640], [-1.0555, 2.9424, -6.7436], [-0.2121, 2.9174, -5.4743], [-0.5176, 1.9985, -4.7063], [0.7807, 3.7359, -5.4130], [-0.5519, 2.3468, -7.5284], [-1.1303, 3.9165, -7.1949], [-2.0560, 2.4951, -6.6285], [-1.0340, 3.5533, 5.8749], [0.4115, 3.0901, 5.6318], [1.2571, 3.9912, 5.2444], [0.6000, 1.8495, 5.8776], [-1.3894, 2.7878, 6.5504], [-1.6665, 3.6346, 5.0076], [-1.0324, 4.5270, 6.3413], [-3.9166, -3.5199, 2.1603], [-4.3534, -2.4504, 1.1328], [-4.1995, -2.7868, -0.0942], [-4.8889, -1.4373, 1.5941], [-4.0479, -3.3196, 3.2573], [-2.9382, -3.8687, 1.9770], [-4.5882, -4.3548, 1.9484], [-0.5796, -5.7822, -5.6185], [0.0363, -4.9075, -4.5643], [-0.6627, -4.4377, -3.6403], [1.2318, -4.7008, -4.7526], [0.1179, -6.4324, -6.1813], [-0.8932, -5.0284, -6.3979], [-1.4735, -6.3278, -5.3481]],
  "mulliken_charge": [-1.617, -0.096, -0.260, 0.839, -0.920, 0.716, 1.720, -1.082, -0.390, 0.518, 0.389, 0.131, 0.364, -0.204, -0.020, 0.757, 0.319, 0.153, 0.418, -1.279, 0.138, 0.326, -1.518, 0.412, 0.466, 0.424, 0.148, -0.923, -0.834, 0.135, 1.408, -1.149, 0.469, 0.813, -0.965, -0.361, 0.231, 0.088, 0.292, 0.449, 0.471, 0.945, -0.635, 0.290, 0.391, 0.343, -0.493, -0.768, 0.539, -0.721, 0.365, 0.519, 0.219, 0.040, -0.110, 0.433, -0.098, -1.002, 1.351, -1.255, -0.430, 0.516, -0.605, -0.286, 0.016, -0.347, -0.684, -0.950, -0.667, 0.132, 0.268, 0.483, 0.630, 0.572, 0.739, 0.544, 0.474, 0.433, 0.537, 0.416, 0.375, 0.291, -0.699, 0.237, -1.346, -1.079, 1.233, -1.004, -0.443, 0.779, -0.300, -0.593, 0.323, -0.636, -0.366, -0.932, 0.225, 0.012, 0.521, 1.101, 0.508, 1.105, 0.458, 0.273, 0.379, 0.535, 0.646, 0.298, 0.433, 0.268, 1.213, 0.625, -0.157, -1.301, 1.415, -0.902, -1.170, 0.575, -0.773, -0.258, 0.076, -0.588, -0.286, -0.992, -0.827, -0.279, 0.064, 0.682, 0.349, 0.517, 1.364, 0.539, 0.373, 0.449, 0.390, 0.411, 0.303, 0.389, -0.447, 1.223, -0.801, -0.621, 1.332, -1.316, -0.584, 0.937, -0.875, -0.298, 0.118, -0.754, -0.684, -0.827, -0.555, 0.737, -0.061, 0.592, 0.558, 0.503, 0.618, 0.403, 0.380, 0.530, 0.951, 0.252, 0.352, 0.366, 1.333, -0.397, -0.365, -0.448, -0.408, -0.333, -0.457, 1.413, -0.365, -0.395, -0.426, -0.441, -0.332, -0.391, 2.499, -0.534, -1.212, -0.877, -0.070, -0.240, -0.404, 0.710, 0.168, -0.854, -0.609, 0.278, -0.661, -0.272, -1.404, 0.508, -0.271, -0.787, 0.298, 0.378, 0.267, -0.588, 0.606, -0.757, -0.572, 0.357, -0.237, 0.459, -0.804, 0.652, -0.764, -0.835, 0.268, 0.087, 0.497, -1.242, 0.410, -0.773, -0.509, 0.316, 0.263, 0.318]
}